1.
{
  "formula": "C13H19Al2Cl2Cs2F12GaLiNO6S3",
  "method": "ωB97M-V with the def2-TZVPD basis set",
  "elements": ["C", "C", "C", "C", "C", "Ga", "S", "C", "C", "O", "Cl", "H", "H", "H", "H", "H", "H", "H", "H", "H", "H", "H", "C", "C", "C", "O", "C", "H", "H", "H", "H", "H", "H", "H", "H", "Cs", "Cs", "F", "F", "Al", "F", "F", "F", "Al", "F", "Cl", "Li", "C", "F", "F", "F", "S", "O", "O", "N", "S", "O", "O", "C", "F", "F", "F"],
  "positions_angstrom": [[-1.25, -2.87, -0.08], [-2.09, -2.04, -0.63], [-3.30, -1.04, -1.27], [-4.67, -1.94, -1.27], [-6.03, -1.09, -1.32], [-7.53, -2.39, -0.69], [-7.96, -2.28, 1.55], [-7.11, -4.28, -1.41], [-6.27, -5.22, -0.48], [-6.02, -6.28, -0.88], [-5.56, -4.80, 1.16], [-0.82, -3.88, 0.32], [-3.45, -0.16, -0.51], [-2.99, -0.66, -2.30], [-4.69, -2.49, -0.25], [-4.69, -2.73, -2.05], [-5.97, -0.27, -0.57], [-6.26, -0.69, -2.33], [-8.89, -1.91, -1.45], [-7.17, -1.22, 1.95], [-6.52, -4.14, -2.36], [-8.03, -4.83, -1.71], [0.18, 2.85, 0.55], [1.07, 1.62, 0.56], [0.16, 0.57, -0.06], [-0.72, 1.27, -0.97], [-0.59, 2.69, -0.75], [0.77, 3.84, 0.59], [-0.50, 2.82, 1.40], [1.94, 1.78, -0.09], [1.43, 1.34, 1.55], [-0.47, 0.09, 0.70], [0.71, -0.20, -0.60], [-0.04, 3.11, -1.59], [-1.58, 3.15, -0.71], [-3.21, -2.26, 1.19], [-2.48, -0.23, -4.14], [0.84, 5.14, 0.01], [5.14, 0.45, 3.43], [4.48, -0.19, 1.97], [2.82, -0.60, 2.21], [5.36, -1.59, 1.49], [4.57, 1.01, 0.72], [-8.78, -3.36, -3.03], [-10.88, -5.29, -2.67], [-8.55, -5.46, 0.65], [-11.63, -5.97, -4.57], [8.51, 2.35, 3.54], [7.59, 1.77, 4.30], [8.89, 3.48, 4.17], [9.58, 1.54, 3.50], [7.88, 2.71, 1.86], [6.77, 3.61, 2.07], [7.53, 1.44, 1.31], [9.21, 3.38, 1.29], [9.13, 3.87, -0.24], [8.28, 4.99, -0.48], [9.07, 2.83, -1.22], [10.83, 4.53, -0.35], [11.75, 3.58, -0.12], [11.04, 5.50, 0.55], [11.08, 5.04, -1.56]],
  "mulliken_charge": [-0.671, 0.624, -0.945, -0.060, -0.681, 0.482, -0.272, -0.941, 0.240, -0.471, -0.192, 0.476, 0.455, -0.429, -0.050, 0.208, 0.264, 0.334, -0.286, 0.040, 0.544, 0.594, -0.280, -0.349, -0.264, -0.402, -0.485, 0.246, 0.348, 0.231, 0.313, 0.051, 0.320, 0.284, 0.327, 1.055, 1.080, -0.452, -0.401, 0.707, -0.418, -0.452, -0.399, 0.238, -0.819, -0.474, 0.910, 0.690, -0.161, -0.232, -0.238, 1.056, -0.520, -0.479, -0.240, 1.030, -0.555, -0.555, 0.682, -0.227, -0.228, -0.202],
  "spin_multiplicity": 1,
  "largest_force_ev_per_a": 13.81,
  "total_energy_ev": -184581.95917
}

=====

2.
{
  "formula": "C13H19Br3FN2O3",
  "method": "ωB97M-V with the def2-TZVPD basis set",
  "elements": ["C", "C", "O", "C", "C", "C", "C", "C", "C", "O", "O", "F", "C", "C", "N", "C", "N", "C", "H", "H", "H", "H", "H", "H", "H", "H", "H", "H", "H", "H", "H", "H", "H", "H", "H", "H", "C", "Br", "Br", "Br", "H"],
  "positions_angstrom": [[-4.13, -4.48, -0.41], [-2.68, -4.01, -1.09], [-1.76, -3.41, -0.07], [-2.06, -1.96, 0.07], [-1.26, -1.06, -1.08], [-0.19, 0.01, -0.45], [1.40, -0.49, -0.30], [2.54, 0.55, 0.35], [4.12, 0.15, 0.59], [4.90, -0.17, -0.48], [4.81, 0.15, 1.91], [3.93, -0.06, 2.89], [2.02, 2.05, 0.79], [0.43, 2.39, 0.58], [-0.60, 1.40, -0.02], [-2.03, 1.95, -0.09], [-2.39, 2.35, 1.33], [-3.88, 2.51, 1.54], [-4.58, -3.58, 0.20], [-4.89, -4.86, -1.24], [-3.89, -5.40, 0.27], [-2.83, -3.26, -1.97], [-2.14, -5.00, -1.46], [-3.22, -1.87, 0.00], [-1.61, -1.63, 1.10], [-0.62, -1.86, -1.70], [-2.04, -0.55, -1.83], [1.74, -1.56, -0.61], [2.75, 2.87, 1.24], [0.06, 3.46, 0.93], [-1.93, 2.98, -0.69], [-2.79, 1.22, -0.60], [-1.99, 1.58, 1.95], [-4.07, 2.36, 2.71], [-4.27, 3.61, 1.31], [-4.55, 1.72, 1.00], [7.52, 2.26, -1.30], [9.36, 2.35, -1.91], [7.19, 3.47, 0.20], [6.26, 2.55, -2.75], [7.35, 1.25, -0.93]],
  "nbo_charge": [-0.659, -0.093, -0.551, -0.078, -0.525, 0.324, -0.185, -0.026, 0.691, -0.474, -0.086, -0.090, -0.207, 0.080, -0.379, -0.054, -0.641, -0.455, 0.208, 0.236, 0.235, 0.171, 0.220, 0.210, 0.209, 0.284, 0.259, 0.294, 0.299, 0.295, 0.229, 0.222, 0.372, 0.237, 0.231, 0.194, -0.492, 0.108, 0.073, 0.081, 0.231],
  "charge": 1,
  "spin_multiplicity": 1,
  "largest_force_ev_per_a": 9.69,
  "total_energy_ev": -235734.13244
}

=====

3.
{
  "formula": "C13H19BrNO2",
  "method": "ωB97M-V with the def2-TZVPD basis set",
  "elements": ["C", "C", "C", "Br", "C", "C", "C", "C", "O", "O", "C", "C", "N", "C", "C", "C", "C", "H", "H", "H", "H", "H", "H", "H", "H", "H", "H", "H", "H", "H", "H", "H", "H", "H", "H", "H"],
  "positions_angstrom": [[-3.98, -1.99, 0.75], [-3.11, -0.84, 0.13], [-1.72, -0.88, 0.80], [-1.95, -0.59, 2.75], [-0.78, 0.22, 0.34], [-1.26, 1.51, 0.44], [-0.51, 2.60, 0.08], [-1.05, 4.00, 0.22], [-2.18, 4.31, -0.05], [-0.18, 4.93, 0.74], [0.77, 2.33, -0.42], [1.20, 1.05, -0.52], [0.46, 0.01, -0.14], [0.92, -1.40, -0.26], [2.42, -1.62, -0.49], [3.35, -0.97, 0.59], [2.90, -1.32, -1.95], [-3.29, -2.74, 1.14], [-4.64, -2.45, 0.01], [-4.52, -1.56, 1.59], [-3.59, 0.13, 0.27], [-2.97, -1.06, -0.94], [-1.33, -1.89, 0.71], [-2.25, 1.70, 0.85], [0.35, 5.32, 0.02], [1.39, 3.16, -0.74], [2.20, 0.89, -0.90], [0.66, -1.93, 0.66], [0.35, -1.86, -1.08], [2.58, -2.70, -0.38], [4.16, -1.66, 0.83], [3.70, 0.02, 0.29], [2.75, -0.88, 1.51], [2.09, -1.40, -2.68], [3.65, -2.08, -2.20], [3.43, -0.36, -2.00]],
  "nbo_charge": [-0.607, -0.417, -0.267, 0.047, 0.257, -0.134, -0.053, 0.758, -0.454, -0.703, -0.195, 0.074, -0.262, -0.216, -0.245, -0.616, -0.623, 0.204, 0.235, 0.231, 0.222, 0.222, 0.245, 0.261, 0.504, 0.250, 0.253, 0.233, 0.231, 0.243, 0.245, 0.205, 0.212, 0.217, 0.240, 0.203],
  "charge": 1,
  "spin_multiplicity": 1,
  "smiles": "CC[C@H](Br)c1cc(C(=O)O)cc[n+]1CC(C)C",
  "largest_force_ev_per_a": 1.67,
  "total_energy_ev": -89410.21524
}

=====

4.
{
  "formula": "C13H19Cl2FN3O3",
  "method": "ωB97M-V with the def2-TZVPD basis set",
  "elements": ["C", "C", "N", "C", "N", "C", "C", "C", "C", "C", "Cl", "C", "C", "Cl", "N", "H", "H", "H", "H", "H", "H", "H", "H", "H", "H", "H", "H", "H", "H", "H", "H", "C", "C", "O", "C", "O", "O", "F", "H", "H", "H"],
  "positions_angstrom": [[3.76, -4.29, -0.68], [2.88, -4.01, 0.52], [1.46, -3.49, 0.34], [1.29, -2.11, 0.31], [2.32, -1.00, 0.47], [1.56, 0.10, 1.22], [1.67, 1.63, 0.56], [2.69, 2.62, 1.08], [0.01, -0.48, 1.41], [-1.21, 0.59, 1.68], [-0.69, 1.66, 3.13], [-2.58, -0.21, 2.20], [-3.15, -1.21, 1.01], [-2.23, -1.15, 3.80], [-0.02, -1.32, 0.12], [4.61, -3.54, -1.01], [3.55, -5.29, -1.28], [3.26, -4.15, 1.63], [0.60, -4.07, 0.21], [3.17, -1.28, 1.01], [2.08, 0.08, 2.30], [0.92, 2.01, -0.29], [2.37, 3.75, 1.27], [3.80, 2.29, 1.35], [0.20, -1.32, 2.23], [-1.46, 1.27, 0.75], [-3.42, 0.58, 2.50], [-2.73, -0.74, -0.01], [-2.65, -2.27, 1.18], [-4.31, -1.33, 1.00], [0.34, -0.57, -0.54], [-2.79, 2.75, -2.94], [-1.61, 3.28, -3.67], [-0.53, 3.05, -2.79], [-0.90, 1.94, -2.08], [-0.13, 1.27, -1.41], [-2.23, 1.68, -2.21], [-1.72, 4.62, -3.86], [-3.22, 3.48, -2.25], [-3.57, 2.40, -3.62], [-1.41, 2.79, -4.63]],
  "nbo_charge": [-0.296, -0.122, -0.577, 0.726, -0.600, -0.112, -0.277, -0.372, -0.074, -0.199, -0.040, -0.180, -0.652, -0.082, -0.646, 0.252, 0.240, 0.250, 0.456, 0.417, 0.239, 0.270, 0.236, 0.211, 0.239, 0.269, 0.255, 0.226, 0.231, 0.249, 0.419, -0.135, 0.440, -0.462, 1.002, -0.636, -0.467, -0.309, 0.215, 0.224, 0.167],
  "charge": 1,
  "spin_multiplicity": 1,
  "de_lowest_ev": 7.3610,
  "largest_force_ev_per_a": 5.03
}

=====

5.
{
  "formula": "C13H19ClHgOSi",
  "method": "ωB97M-V with the def2-TZVPD basis set",
  "elements": ["C", "C", "C", "H", "C", "C", "H", "H", "H", "H", "Hg", "Cl", "C", "C", "C", "H", "C", "C", "H", "H", "H", "H", "C", "Si", "C", "C", "O", "H", "H", "H", "H", "H", "H", "H", "H", "H"],
  "positions_angstrom": [[-2.26, -0.92, -1.33], [-1.63, -1.12, -2.58], [-1.40, 0.16, -3.13], [-1.35, -2.06, -3.01], [-1.85, 1.14, -2.21], [-2.40, 0.45, -1.11], [-2.74, 0.91, -0.20], [-2.49, -1.70, -0.62], [-0.94, 0.36, -4.09], [-1.76, 2.20, -2.32], [0.00, 0.00, -1.24], [0.16, -1.95, 0.30], [2.35, 0.12, -0.98], [1.97, 1.34, -1.57], [1.49, 1.07, -2.86], [1.97, 2.30, -1.08], [1.58, -0.33, -3.07], [2.12, -0.91, -1.91], [2.24, -1.96, -1.72], [2.66, -0.01, 0.05], [1.07, 1.79, -3.54], [1.24, -0.87, -3.94], [1.53, -0.88, 3.15], [0.00, 0.00, 2.53], [-1.53, -0.88, 3.15], [0.00, 1.76, 3.15], [0.00, 0.00, 0.76], [1.53, -0.88, 4.22], [2.40, -0.38, 2.79], [1.53, -1.89, 2.79], [-1.53, -0.88, 4.22], [-2.40, -0.38, 2.79], [-1.53, -1.89, 2.79], [0.87, 2.27, 2.79], [-0.87, 2.27, 2.79], [0.00, 1.76, 4.22]],
  "nbo_charge": [-0.357, -0.428, -0.400, 0.214, -0.449, -0.384, 0.209, 0.232, 0.204, 0.202, 1.741, -0.870, -0.388, -0.415, -0.418, 0.203, -0.414, -0.383, 0.233, 0.225, 0.196, 0.199, -1.146, 1.925, -1.144, -1.142, -1.417, 0.190, 0.221, 0.261, 0.191, 0.222, 0.255, 0.225, 0.224, 0.187],
  "charge": -2,
  "spin_multiplicity": 1,
  "de_lowest_ev": 6.2536,
  "largest_force_ev_per_a": 11.79
}

=====

6.
{
  "formula": "C13H19ClIrNO4P",
  "method": "ωB97M-V with the def2-TZVPD basis set",
  "elements": ["Ir", "N", "C", "C", "C", "O", "O", "H", "H", "H", "H", "H", "H", "C", "P", "C", "C", "H", "H", "H", "H", "H", "H", "H", "H", "H", "Cl", "C", "C", "C", "C", "C", "C", "C", "O", "O", "H", "H", "H", "H"],
  "positions_angstrom": [[1.02, -0.25, 0.10], [2.38, -0.02, -1.39], [3.54, -0.94, -1.46], [3.09, -2.36, -1.21], [2.94, -2.51, 0.29], [3.66, -3.20, 0.95], [1.92, -1.83, 0.84], [1.74, -0.18, -2.17], [2.71, 0.94, -1.45], [4.26, -0.63, -0.71], [4.03, -0.84, -2.44], [3.83, -3.07, -1.56], [2.13, -2.56, -1.70], [2.67, 1.74, 2.38], [1.05, 1.11, 1.90], [-0.03, 2.55, 1.88], [0.52, 0.09, 3.29], [2.59, 2.26, 3.33], [3.04, 2.43, 1.62], [3.37, 0.91, 2.48], [0.12, 3.06, 2.84], [-1.06, 2.24, 1.78], [0.23, 3.22, 1.07], [0.52, 0.69, 4.20], [1.21, -0.75, 3.39], [-0.49, -0.29, 3.11], [-7.11, -0.17, -2.41], [-5.43, -0.14, -1.99], [-4.98, 0.77, -1.05], [-3.64, 0.78, -0.71], [-2.76, -0.10, -1.33], [-3.22, -1.00, -2.28], [-4.57, -1.03, -2.61], [-1.36, -0.14, -0.92], [-0.44, -0.49, -1.69], [-1.03, 0.19, 0.31], [-5.68, 1.45, -0.59], [-3.28, 1.49, 0.02], [-2.53, -1.68, -2.76], [-4.94, -1.73, -3.34]],
  "nbo_charge": [1.016, -0.711, -0.223, -0.547, 0.770, -0.530, -0.696, 0.424, 0.415, 0.222, 0.224, 0.269, 0.228, -0.970, 1.260, -0.970, -0.976, 0.257, 0.251, 0.268, 0.260, 0.274, 0.260, 0.255, 0.280, 0.269, 0.055, 0.001, -0.223, -0.142, -0.214, -0.132, -0.229, 0.810, -0.723, -0.734, 0.241, 0.226, 0.238, 0.245],
  "charge": 1,
  "spin_multiplicity": 1,
  "de_lowest_ev": 0.0000,
  "largest_force_ev_per_a": 3.41
}

=====

7.
{
  "formula": "C13H19FN2OS",
  "method": "ωB97M-V with the def2-TZVPD basis set",
  "elements": ["C", "H", "O", "C", "C", "H", "H", "C", "N", "C", "N", "H", "C", "H", "H", "C", "C", "C", "C", "C", "C", "C", "H", "H", "F", "H", "H", "H", "H", "S", "H", "H", "H", "H", "H", "H", "H"],
  "positions_angstrom": [[-5.49, -1.52, 0.00], [-5.95, -0.42, 0.07], [-4.28, -1.54, -0.55], [-3.96, -0.88, -1.71], [-2.46, -0.77, -1.95], [-2.21, -0.79, -3.03], [-1.93, -2.06, -1.65], [-1.60, 0.16, -1.35], [-1.68, -0.11, 0.07], [-1.15, 0.51, 1.17], [-0.16, 1.37, 0.61], [0.20, 1.52, -0.30], [0.68, 2.16, 1.88], [0.14, 2.12, 2.61], [1.10, 3.05, 1.32], [1.96, 0.92, 2.13], [2.50, 0.58, 0.97], [3.59, 1.28, 0.29], [3.98, 0.97, -1.11], [3.68, -0.29, -1.63], [2.66, -0.86, -1.12], [2.23, -0.73, 0.09], [1.32, -1.27, 0.49], [2.39, -2.00, -1.58], [4.12, -0.37, -3.07], [4.80, 1.54, -1.47], [3.88, 2.29, 0.89], [2.53, 1.46, 2.57], [1.54, 0.07, 2.65], [-1.52, 0.10, 2.77], [-2.51, -0.79, 0.29], [-1.94, 1.20, -1.55], [-0.57, -0.06, -1.61], [-4.23, 0.21, -1.62], [-4.45, -1.42, -2.44], [-6.16, -2.09, -0.90], [-5.54, -1.77, 0.87]],
  "nbo_charge": [-0.148, 0.136, -0.547, -0.072, -0.366, 0.241, 0.170, -0.269, -0.634, 0.300, -0.685, 0.416, -0.089, 0.166, 0.209, -0.453, 0.042, -0.229, -0.235, 0.356, -0.299, -0.191, 0.226, 0.229, -0.373, 0.229, 0.208, 0.198, 0.246, -0.271, 0.427, 0.201, 0.217, 0.165, 0.187, 0.131, 0.160],
  "spin_multiplicity": 1,
  "largest_force_ev_per_a": 16.25,
  "total_energy_ev": -32358.27719
}

=====

8.
{
  "formula": "C13H19FeNSi",
  "method": "ωB97M-V with the def2-TZVPD basis set",
  "elements": ["C", "C", "C", "C", "C", "Fe", "C", "C", "C", "N", "H", "H", "H", "H", "H", "H", "H", "H", "H", "H", "C", "Si", "C", "C", "C", "C", "H", "H", "H", "H", "H", "H", "H", "H", "H"],
  "positions_angstrom": [[0.49, -1.14, -3.36], [-0.83, -1.15, -2.89], [-0.92, -2.05, -1.76], [0.37, -2.55, -1.49], [1.37, -2.01, -2.49], [0.45, -0.58, -1.43], [-1.69, 1.93, -2.41], [-0.93, 2.47, -3.36], [0.01, 3.18, -3.96], [2.21, -1.05, -1.66], [-1.84, -2.33, -1.26], [-1.65, -0.60, -3.34], [0.65, -3.25, -0.71], [2.04, -2.71, -2.99], [0.87, -0.63, -4.24], [-2.72, 1.60, -2.59], [3.06, -0.78, -2.16], [-1.32, 1.82, -1.37], [-0.22, 4.05, -4.59], [1.08, 2.95, -3.86], [-1.58, 1.05, 3.95], [-0.05, 0.24, 3.23], [1.53, 1.01, 3.88], [-0.05, -1.59, 3.68], [-0.07, 0.46, 1.43], [0.04, 0.42, 0.18], [-1.57, 1.03, 5.05], [-2.48, 0.53, 3.60], [-1.64, 2.09, 3.61], [1.54, 1.02, 4.98], [2.41, 0.46, 3.52], [1.62, 2.04, 3.51], [-0.93, -2.10, 3.25], [0.84, -2.10, 3.29], [-0.07, -1.73, 4.77]],
  "nbo_charge": [-0.358, -0.329, -0.342, -0.381, -0.165, 0.966, -0.732, -0.058, -0.779, -1.023, 0.211, 0.251, 0.207, 0.148, 0.221, 0.141, 0.328, 0.187, 0.139, 0.136, -1.108, 1.621, -1.106, -1.105, -0.801, -0.286, 0.200, 0.234, 0.239, 0.198, 0.238, 0.238, 0.234, 0.238, 0.200],
  "charge": -2,
  "spin_multiplicity": 5,
  "de_lowest_ev": 0.0000,
  "largest_force_ev_per_a": 4.88
}